{
  "formula": "C30H39CrN6SSe",
  "method": "ωB97M-V/def2-TZVPD",
  "symbols": ["Se", "Cr", "S", "N", "N", "N", "N", "N", "N", "C", "C", "C", "C", "C", "C", "C", "C", "C", "C", "C", "C", "C", "C", "C", "C", "C", "C", "C", "C", "C", "C", "C", "C", "C", "C", "C", "C", "C", "C", "H", "H", "H", "H", "H", "H", "H", "H", "H", "H", "H", "H", "H", "H", "H", "H", "H", "H", "H", "H", "H", "H", "H", "H", "H", "H", "H", "H", "H", "H", "H", "H", "H", "H", "H", "H", "H", "H", "H"],
  "coordinates": [[3.36312, 7.11089, -0.21633], [0.34438, 0.08250, 0.01929], [2.64792, 0.61607, 0.66131], [0.90278, 1.55435, -1.31299], [3.73100, 5.74493, 0.83690], [0.09746, 1.62641, 2.53031], [2.70899, 0.35330, 2.27736], [-0.87920, 2.73240, 0.82988], [2.38998, 6.14163, -1.32297], [1.41806, -2.74455, 2.80589], [2.49654, 2.35339, 0.29035], [3.46799, 0.99043, 3.12901], [-1.72688, -2.01145, -2.51221], [0.23513, 2.90867, -3.18008], [0.23470, 1.73198, -2.46239], [3.23721, 3.35559, 0.93573], [2.74456, -2.97100, 0.68925], [-1.14655, -1.65533, -1.13410], [-1.67624, -0.84753, -3.51189], [0.73168, -4.39890, 1.08408], [-3.10277, -0.59399, 0.43477], [2.39621, 4.91222, -0.87371], [-0.90858, -3.16946, -3.12036], [-0.20397, 1.66312, 1.24320], [-0.77203, -1.45400, 1.13841], [-3.17189, -2.51657, -2.40893], [4.02653, 3.23262, 2.10216], [0.17917, -2.05355, -0.81756], [3.15121, 4.67808, 0.33651], [1.66541, 3.83842, -1.50047], [-3.11615, 0.05555, 1.83089], [-4.19797, -1.67787, 0.50744], [0.38395, -2.05167, 0.58959], [0.93912, 3.99301, -2.66797], [1.69552, 2.57646, -0.84872], [-1.72881, -1.18820, 0.10332], [1.33908, -2.99957, 1.29948], [4.14422, 2.22255, 3.03351], [-3.48735, 0.48678, -0.58871], [3.37909, -3.69654, 1.19890], [-1.10967, 3.50042, 1.44393], [1.34524, -5.14999, 1.58320], [-0.33911, 0.88280, -2.80228], [-0.27910, -4.44684, 1.49388], [-0.81897, -4.00190, -2.42067], [-0.99330, -1.42776, 2.19319], [-0.64191, -0.60350, -3.76124], [3.54927, 0.47257, 4.08412], [-3.00410, -0.68767, 2.62117], [-3.44573, -3.00802, -3.34207], [1.82393, -1.75945, 3.01224], [4.78364, 2.43895, 3.88058], [-0.09997, 2.39375, 3.15787], [-2.68472, 1.22175, -0.68816], [0.93914, 4.96031, -3.15345], [-4.39114, 1.00581, -0.26625], [-2.18181, 0.04093, -3.12958], [4.58175, 4.13604, 2.32093], [-4.52088, -2.02609, -0.46672], [-1.41970, -3.53544, -4.01030], [-3.85451, -2.53399, 1.09049], [-4.08275, 0.53745, 1.97683], [0.43756, -2.84151, 3.27845], [-2.34780, 0.80825, 1.94637], [-2.17413, -1.14467, -4.43609], [2.07389, -3.48913, 3.25945], [0.70806, 0.89548, 2.87289], [3.20232, -1.98917, 0.80033], [-3.68556, 0.06364, -1.57116], [-3.27522, -3.24566, -1.60544], [2.72769, -3.23481, -0.36962], [-0.31697, 2.97659, -4.10578], [0.68240, -4.64339, 0.02130], [0.85347, -2.52947, -1.50932], [0.08732, -2.85469, -3.43411], [-5.07172, -1.25656, 1.00562], [-3.87991, -1.70627, -2.25665], [-1.10964, 2.85009, -0.14209]],
  "homo_lumo_gap_ev": [5.3, 6.4],
  "lumo_ev": [-3.49, -3.88],
  "total_charge": 1,
  "max_force_ev_per_a": 0.84,
  "molar_mass_g_mol": 646.71,
  "spin_multiplicity": 5
}

---

{
  "formula": "C5H14",
  "method": "ωB97M-V/def2-TZVPD",
  "symbols": ["C", "C", "C", "C", "C", "H", "H", "H", "H", "H", "H", "H", "H", "H", "H", "H", "H", "H", "H"],
  "coordinates": [[1.29390, -0.63414, 0.29897], [-1.16452, 2.19506, 1.57055], [-1.99032, 2.18347, 0.29460], [1.29953, -2.56446, -1.37102], [0.59811, -1.31007, -0.90254], [-3.05811, 2.29219, 0.44150], [-1.23361, 3.11049, 2.15937], [1.94545, -2.99172, -0.59636], [-1.74491, 1.32642, -0.33281], [0.49788, -0.53499, -1.66268], [-1.65881, 3.01897, -0.33757], [-0.10818, 2.13887, 1.30965], [1.91966, 0.17502, -0.08893], [0.64099, -3.35906, -1.71504], [2.02793, -2.36021, -2.15316], [1.89299, -1.30380, 0.91009], [0.67635, 0.09436, 0.83593], [-0.44286, -1.49925, -0.61766], [-1.36433, 1.33480, 2.21584]],
  "smiles": "CCC.CC",
  "homo_lumo_gap_ev": 12.1,
  "lumo_ev": 1.15,
  "max_force_ev_per_a": 1.83,
  "molar_mass_g_mol": 74.17
}

---

{
  "formula": "C4H9N",
  "method": "ωB97M-V/def2-TZVPD",
  "symbols": ["N", "C", "C", "C", "C", "H", "H", "H", "H", "H", "H", "H", "H", "H"],
  "coordinates": [[1.93294, -0.75971, 0.06127], [1.22294, 0.46500, -0.37568], [-2.44302, -0.22908, -0.13597], [-0.13106, 0.54254, 0.34247], [-1.16093, -0.49828, 0.03963], [2.74444, -0.93165, -0.52386], [-0.58782, 1.52679, 0.22022], [-0.88361, -1.53220, 0.08494], [2.29473, -0.63923, 0.98719], [-2.85946, 0.78375, -0.12048], [1.76022, 1.39382, -0.17458], [0.17393, 0.51615, 1.42433], [-3.12278, -1.07174, -0.36271], [1.05949, 0.43386, -1.46677]],
  "smiles": "C=CCCN",
  "homo_lumo_gap_ev": 10.5,
  "lumo_ev": 1.17,
  "max_force_ev_per_a": 1.36,
  "molar_mass_g_mol": 71.12
}